{"formula": "C25H27Cl3KNO6P", "method": "ωB97M-V/def2-TZVPD", "homo_lumo_gap_ev": 6.93, "e_above_lowest_ev": 0.000, "e_homo_ha": -0.1728, "total_charge": -1, "e_lumo_ev": 2.23, "species": ["K", "Cl", "C", "C", "C", "Cl", "C", "O", "C", "Cl", "C", "H", "H", "O", "C", "C", "C", "C", "C", "C", "C", "C", "N", "H", "H", "H", "H", "H", "H", "H", "H", "H", "H", "H", "O", "C", "O", "C", "C", "C", "C", "O", "C", "O", "C", "C", "H", "H", "H", "H", "H", "C", "P", "C", "C", "H", "H", "H", "H", "H", "H", "H", "H", "H"], "xyz": [[0.4429, -0.7437, -1.3315], [-7.0776, 0.8997, -0.2349], [-5.4315, 0.8431, -0.8219], [-4.3850, 0.7255, 0.0757], [-3.0938, 0.6819, -0.4049], [-1.7852, 0.4744, 0.7333], [-2.7359, 0.7415, -1.7857], [-1.5455, 0.6792, -2.2106], [-3.8771, 0.8705, -2.6339], [-3.5801, 0.9495, -4.3496], [-5.1803, 0.9141, -2.1823], [-4.5766, 0.6539, 1.1374], [-5.9924, 1.0037, -2.8906], [2.8364, -2.2761, -1.9565], [3.6935, -2.8998, -1.0222], [4.5589, -1.8578, -0.3362], [3.7568, -0.8105, 0.4466], [2.8186, -1.4301, 1.4486], [3.3052, -2.1849, 2.5132], [2.4144, -2.7831, 3.3845], [1.0562, -2.6083, 3.1760], [0.6574, -1.8350, 2.1008], [1.5098, -1.2543, 1.2556], [2.0385, -2.8611, -2.0594], [4.3500, -3.6239, -1.5252], [3.1051, -3.4607, -0.2877], [5.1703, -1.3431, -1.0830], [5.2492, -2.3757, 0.3380], [3.1709, -0.2013, -0.2414], [4.4500, -0.1403, 0.9637], [4.3741, -2.3066, 2.6381], [2.7738, -3.3848, 4.2102], [0.3157, -3.0692, 3.8151], [-0.3967, -1.6835, 1.8970], [0.8058, -4.4948, -0.0626], [0.1009, -3.8669, -0.8632], [0.4538, -3.3897, -1.9872], [-1.3347, -3.5482, -0.4515], [-2.1914, -2.8764, -1.3144], [-3.4891, -2.5114, -0.9352], [-3.8633, -2.8349, 0.3420], [-5.0669, -2.6047, 0.9716], [-4.7827, -2.8367, 2.3425], [-3.6711, -3.7191, 2.4075], [-3.0148, -3.5084, 1.2072], [-1.7540, -3.8926, 0.8424], [-1.8367, -2.6273, -2.3053], [-4.1499, -1.9746, -1.6040], [-5.6441, -3.2987, 2.8193], [-4.5177, -1.8839, 2.8218], [-1.0723, -4.4224, 1.4936], [2.7671, 3.3057, -3.0566], [1.3336, 2.2418, -2.6003], [0.1896, 3.5239, -1.9601], [0.5975, 1.9699, -4.2566], [2.4582, 4.1470, -3.6831], [3.5079, 2.7159, -3.5984], [3.2428, 3.6939, -2.1545], [0.0741, 4.3487, -2.6684], [0.5601, 3.9156, -1.0114], [-0.7770, 3.0506, -1.7866], [0.4721, 2.9098, -4.8016], [-0.3766, 1.4989, -4.1122], [1.2292, 1.2995, -4.8417]], "forces_ev_per_angstrom": [[0.02, -0.07, -0.11], [0.00, 0.00, 0.00], [0.00, -0.01, 0.00], [0.00, 0.00, 0.00], [0.00, -0.01, -0.02], [-0.02, 0.03, 0.04], [-0.02, 0.03, -0.01], [0.03, -0.02, 0.03], [0.01, -0.01, 0.01], [0.00, 0.01, 0.00], [0.00, 0.01, -0.02], [0.01, 0.00, 0.00], [-0.01, 0.00, 0.01], [-0.01, 0.01, 0.03], [0.04, -0.06, 0.00], [0.01, 0.03, 0.01], [0.00, -0.03, -0.01], [-0.02, 0.00, 0.00], [0.01, 0.01, -0.01], [0.01, 0.00, 0.00], [-0.03, 0.01, -0.02], [0.03, -0.01, 0.04], [-0.02, -0.01, 0.01], [-0.02, 0.02, -0.01], [0.00, 0.02, -0.01], [-0.01, 0.01, 0.00], [-0.01, 0.00, -0.01], [0.00, 0.00, 0.00], [0.01, 0.00, -0.01], [0.00, 0.01, 0.00], [0.00, 0.00, 0.01], [0.00, 0.00, 0.00], [0.01, 0.00, 0.01], [0.00, 0.01, -0.01], [-0.01, 0.00, 0.00], [0.02, 0.05, -0.04], [0.03, 0.01, 0.03], [-0.02, -0.04, 0.04], [-0.09, 0.01, 0.01], [0.03, 0.01, -0.05], [0.04, -0.01, 0.03], [-0.02, 0.00, 0.00], [-0.01, 0.00, -0.01], [0.00, -0.01, 0.01], [-0.04, 0.02, 0.00], [0.04, 0.00, -0.05], [0.04, -0.01, -0.01], [0.00, -0.01, 0.03], [0.00, 0.00, 0.00], [0.00, 0.00, 0.00], [-0.02, 0.00, 0.01], [-0.01, 0.01, -0.01], [-0.01, 0.01, 0.01], [0.00, -0.01, 0.01], [-0.02, 0.00, -0.01], [0.01, 0.00, 0.00], [0.00, -0.01, 0.00], [0.00, 0.00, 0.00], [-0.01, 0.00, 0.00], [0.00, 0.00, 0.00], [0.00, 0.00, -0.01], [0.01, 0.00, 0.00], [0.00, 0.00, 0.00], [0.01, 0.00, 0.00]], "nbo_charge": [0.89, -0.05, -0.09, -0.28, -0.04, -0.05, 0.31, -0.81, -0.12, -0.03, -0.25, 0.23, 0.23, -0.80, -0.07, -0.40, -0.43, 0.22, -0.22, -0.17, -0.27, 0.06, -0.48, 0.52, 0.15, 0.20, 0.20, 0.19, 0.23, 0.21, 0.20, 0.21, 0.22, 0.21, -0.73, 0.76, -0.82, -0.16, -0.20, -0.28, 0.28, -0.50, 0.23, -0.50, 0.20, -0.24, 0.24, 0.23, 0.17, 0.14, 0.25, -0.94, 0.80, -0.94, -0.95, 0.21, 0.23, 0.22, 0.21, 0.22, 0.26, 0.21, 0.28, 0.22]}